Density functional theory data (ωB97M-V with the def2-TZVPD basis set) for a structure of composition C21H28ClLaN3O2Se at a distorted geometry.

ORCA input file:
```
! wB97M-V def2-TZVPD RIJCOSX def2/J DEFGRID3
* xyz -1 1
La 0.12 0.03 -0.06
Se -4.83 -1.31 0.66
Cl -1.50 -0.26 1.94
O -0.97 4.07 -0.43
O 1.43 -3.58 1.61
N -2.00 -0.56 0.26
N 0.64 -1.94 0.37
N -0.79 1.87 -0.44
C -3.22 -0.87 0.41
C -1.33 -2.98 -0.63
C -1.85 1.32 -2.58
C 3.10 3.50 -0.67
C 4.55 -1.10 0.61
C -1.85 3.60 -1.49
C 1.60 0.99 1.74
C 0.70 3.21 1.07
C 2.91 2.30 0.21
C 1.78 2.17 1.02
C -3.20 1.74 -0.52
C -0.34 3.04 0.06
C 3.61 0.04 0.82
C 1.40 -2.30 1.42
C 0.14 -3.13 -0.31
C 2.49 -0.08 1.63
C 2.13 -1.38 2.30
C -1.95 2.11 -1.29
C 0.41 -4.18 0.74
C 3.80 1.25 0.15
C 0.96 -3.33 -1.56
H 5.44 -0.78 0.07
H 0.56 -2.75 -2.40
H 2.00 -3.02 -1.41
H -0.46 -4.40 1.37
H 4.08 -1.89 0.01
H -1.93 0.25 -2.40
H -1.53 -2.01 -1.11
H 4.08 3.47 -1.16
H -1.38 3.87 -2.45
H 1.09 4.22 0.94
H 3.04 4.44 -0.11
H -2.66 1.62 -3.25
H 3.00 -1.93 2.66
H 0.20 3.19 2.05
H 4.88 -1.55 1.55
H -3.26 2.26 0.44
H 0.96 -4.40 -1.84
H -3.22 0.66 -0.29
H 4.67 1.34 -0.50
H -4.09 1.96 -1.11
H 1.48 -1.20 3.17
H 0.77 0.92 2.45
H -1.94 -3.03 0.27
H -2.81 4.13 -1.40
H -0.89 1.50 -3.08
H 0.82 -5.11 0.34
H -1.65 -3.75 -1.33
H 2.34 3.54 -1.46
*
```

Values from the calculation:
Electronic energy: -4024.664255 Eh
Energy relative to the best compared isomer or geometry (same formula, charge and spin): 146.7 kcal per mole
E_HOMO (spin up / spin down): -0.56 / -0.70 eV
Max |F|: 12.213 eV/Å
Orbital gap (spin up / spin down): 0.110 / 0.113 hartree

Results of the Mulliken charge analysis, in e, for atoms 1 through 8: number 1, La, carries 0.887; number 2, Se, carries -0.354; number 3, Cl, carries -0.414; number 4, O, carries -0.419; number 5, O, carries -0.465; number 6, N, carries -0.544; number 7, N, carries -0.520; number 8, N, carries -0.003